1.
{
  "formula": "C40H40NO2SiTc",
  "method": "ωB97M-V with the def2-TZVPD basis set",
  "charge": 1,
  "multiplicity": 4,
  "homo_ev": [-10.0, -11.0],
  "total_energy_ev": -57785.1455,
  "species": ["C", "C", "C", "H", "C", "C", "H", "C", "C", "C", "H", "C", "C", "H", "H", "H", "H", "H", "H", "Tc", "C", "C", "C", "H", "H", "H", "H", "H", "H", "C", "C", "H", "H", "O", "N", "C", "H", "C", "C", "H", "C", "H", "C", "H", "C", "H", "C", "H", "H", "H", "O", "Si", "C", "C", "C", "C", "C", "C", "C", "C", "C", "C", "C", "C", "C", "C", "C", "C", "C", "C", "H", "H", "H", "H", "H", "H", "H", "H", "H", "H", "H", "H", "H", "H", "H"],
  "xyz": [[-1.548, -1.828, 0.082], [-2.179, -0.538, 0.306], [-2.192, 0.179, -0.923], [-2.695, -0.227, 1.209], [-1.461, -0.556, -1.887], [-1.095, -1.815, -1.304], [-1.221, -0.236, -2.899], [1.045, -0.852, 2.052], [-0.289, -0.310, 2.250], [-0.188, 1.112, 2.064], [-1.099, -0.843, 2.728], [1.103, 1.442, 1.601], [1.869, 0.228, 1.566], [-2.685, 1.132, -1.079], [-0.709, -2.663, -1.859], [-1.598, -2.683, 0.745], [2.930, 0.159, 1.324], [-1.005, 1.814, 2.225], [1.391, -1.799, 2.449], [0.091, -0.603, 0.191], [1.648, 2.819, 1.268], [2.906, 3.072, 2.107], [0.616, 3.914, 1.548], [2.717, 2.879, 3.167], [3.236, 4.111, 2.015], [3.734, 2.432, 1.792], [0.444, 4.005, 2.626], [-0.342, 3.705, 1.059], [0.983, 4.881, 1.186], [2.068, 2.867, -0.229], [0.981, 2.692, -1.262], [2.802, 2.066, -0.431], [2.566, 3.830, -0.427], [0.330, 1.627, -1.374], [0.756, 3.692, -2.134], [0.017, 3.395, -3.368], [1.447, 4.447, -2.182], [-1.460, 3.508, -3.142], [-2.341, 2.655, -3.817], [-1.934, 1.908, -4.502], [-3.715, 2.780, -3.614], [-4.403, 2.111, -4.139], [-4.211, 3.767, -2.749], [-5.292, 3.868, -2.599], [-3.326, 4.631, -2.089], [-3.703, 5.404, -1.416], [-1.948, 4.507, -2.298], [-1.242, 5.182, -1.811], [0.269, 2.376, -3.687], [0.342, 4.110, -4.134], [1.463, -1.737, -0.607], [1.874, -3.292, -0.258], [3.715, -3.336, -0.079], [4.292, -4.581, 0.194], [5.673, -4.695, 0.381], [6.474, -3.549, 0.290], [5.897, -2.301, 0.013], [4.512, -2.192, -0.183], [1.262, -4.080, 1.351], [-0.009, -4.664, 1.459], [-0.404, -5.309, 2.638], [0.478, -5.388, 3.721], [1.747, -4.810, 3.626], [2.131, -4.159, 2.452], [1.412, -4.499, -1.596], [0.097, -4.941, -1.812], [-0.187, -5.933, -2.754], [0.853, -6.486, -3.509], [2.162, -6.018, -3.343], [2.428, -4.996, -2.422], [3.663, -5.474, 0.276], [6.101, -5.673, 0.600], [7.553, -3.633, 0.439], [6.523, -1.411, -0.052], [4.066, -1.220, -0.412], [-0.712, -4.646, 0.628], [-1.399, -5.751, 2.694], [0.173, -5.903, 4.633], [2.443, -4.863, 4.461], [3.127, -3.707, 2.402], [-0.748, -4.510, -1.269], [-1.216, -6.271, -2.885], [0.640, -7.281, -4.227], [2.976, -6.443, -3.927], [3.446, -4.598, -2.346]]
}

=====

2.
{
  "formula": "C4H12N2O2",
  "method": "ωB97M-V with the def2-TZVPD basis set",
  "e_above_lowest_kcal_mol": 164.12,
  "homo_ev": -8.1,
  "total_energy_ev": -11412.0998,
  "species": ["O", "C", "C", "C", "C", "N", "N", "H", "H", "H", "H", "H", "H", "H", "H", "H", "H", "H", "H", "O"],
  "xyz": [[3.321, -0.118, -0.460], [2.396, 0.527, -0.182], [1.039, -0.089, 0.112], [0.274, 0.512, 1.270], [-1.265, 0.219, 1.157], [-1.793, 0.825, -0.052], [0.998, -1.443, -0.007], [2.479, 1.628, -0.092], [0.239, 0.312, -0.797], [0.387, 1.583, 1.304], [0.691, 0.053, 2.154], [-1.772, 0.642, 2.010], [-1.390, -0.870, 1.199], [-1.606, 0.182, -0.915], [-2.756, 1.004, 0.039], [1.903, -1.796, -0.245], [0.217, -1.731, -0.651], [-0.060, 0.554, -1.450], [-2.004, -1.226, -2.408], [-1.298, -0.767, -1.987]]
}

=====

- What is the formula in the second record?
  C4H12N2O2